(1)
{"formula": "C6H15N3O", "method": "ωB97M-V with the def2-TZVPD basis set", "e_tot_ev": -12977.297, "gap_ev": [7.95, 7.56], "spin_multiplicity": 1, "relative_energy_kcal_mol": 146.9, "homo_ev": [-8.19, -7.88], "elements": ["C", "C", "N", "N", "H", "H", "H", "H", "H", "H", "H", "H", "C", "C", "C", "N", "C", "O", "H", "H", "H", "H", "H", "H", "H"], "positions_angstrom": [[1.560, -1.519, -0.713], [1.266, 0.973, 1.084], [0.536, 0.922, -0.180], [0.484, 2.202, -0.817], [1.275, 2.262, -1.450], [0.570, 2.975, -0.160], [0.792, 1.632, 1.826], [1.137, -2.004, -1.581], [2.235, -0.718, -0.971], [1.829, -2.147, 0.125], [2.271, 1.348, 0.885], [1.363, -0.017, 1.520], [-1.269, 0.071, -1.651], [-0.515, -1.562, 0.254], [-0.778, 0.243, -0.216], [-0.320, -1.750, 1.623], [-1.738, 0.824, 0.637], [-1.044, -2.450, -0.386], [-0.800, -2.565, 1.980], [-0.415, -0.947, 2.223], [-0.515, -0.434, -2.250], [-2.179, -0.526, -1.647], [-1.489, 1.043, -2.087], [-2.790, 0.838, 0.384], [-1.465, 1.307, 1.567]]}


(2)
{"formula": "C6H15N3O", "method": "ωB97M-V with the def2-TZVPD basis set", "e_tot_ev": -12959.812, "total_charge": 2, "gap_ev": [6.71, 9.22], "spin_multiplicity": 1, "relative_energy_kcal_mol": 188.6, "homo_ev": [-17.28, -18.24], "elements": ["C", "C", "C", "C", "C", "C", "N", "N", "N", "O", "H", "H", "H", "H", "H", "H", "H", "H", "H", "H", "H", "H", "H", "H", "H"], "positions_angstrom": [[-1.930, -0.080, -0.353], [1.830, 0.738, 1.300], [1.106, 1.800, 0.475], [1.547, -0.579, 0.671], [0.814, 1.076, -0.722], [0.947, -1.442, -1.397], [-2.796, -0.219, -1.287], [-2.150, -0.115, 0.899], [1.471, -0.234, -0.774], [-3.465, -0.433, 1.337], [2.952, 0.879, 1.335], [1.477, 0.846, 2.316], [0.266, 2.140, 1.034], [1.734, 2.705, 0.448], [2.223, -1.438, 0.938], [0.452, -0.797, 0.786], [0.501, 1.604, -1.723], [-0.016, -1.712, -1.042], [0.875, -1.429, -2.538], [1.570, -2.239, -1.103], [-2.690, -0.269, -2.335], [-3.855, -0.203, -0.905], [-1.521, -0.260, 1.662], [2.368, -0.249, -1.217], [-3.710, -0.090, 2.195]]}


(3)
{"formula": "C6H15N3OSi", "method": "ωB97M-V with the def2-TZVPD basis set", "e_tot_ev": -20860.505, "gap_ev": 9.55, "spin_multiplicity": 1, "relative_energy_kcal_mol": 0.0, "homo_ev": -8.66, "elements": ["C", "C", "C", "C", "C", "C", "N", "N", "N", "O", "Si", "H", "H", "H", "H", "H", "H", "H", "H", "H", "H", "H", "H", "H", "H", "H"], "positions_angstrom": [[-0.260, -0.827, -2.234], [1.240, -1.383, -2.125], [-0.768, 1.675, 2.026], [-2.236, 1.544, 1.645], [1.365, -2.872, -0.351], [1.333, 0.851, 1.365], [-1.029, -0.493, -1.082], [1.206, -2.716, -1.617], [-0.019, 0.903, 1.129], [-2.209, 1.682, 0.220], [-0.818, 1.077, -0.407], [-0.077, 0.089, -2.676], [-0.835, -1.543, -2.884], [1.490, -1.358, -3.095], [1.811, -0.622, -1.599], [-0.549, 2.773, 1.803], [-0.538, 1.502, 3.124], [-2.771, 0.526, 1.845], [-2.920, 2.197, 2.102], [1.286, -3.856, 0.100], [-0.370, 1.933, -1.402], [1.746, -2.198, 0.442], [1.896, 1.760, 1.221], [1.516, 0.461, 2.339], [1.699, 0.130, 0.625], [-1.190, -1.236, -0.516]]}


(4)
{"formula": "C6H15N4NiO", "method": "ωB97M-V with the def2-TZVPD basis set", "e_tot_ev": -55513.035, "total_charge": -1, "gap_ev": [4.53, 7.43], "spin_multiplicity": 3, "s_squared": 2.06, "relative_energy_kcal_mol": 28.6, "homo_ev": [-1.02, -3.99], "elements": ["C", "Ni", "N", "H", "H", "H", "H", "H", "H", "H", "H", "C", "N", "C", "C", "C", "N", "C", "O", "N", "H", "H", "H", "H", "H", "H", "H"], "positions_angstrom": [[2.149, 2.922, -1.069], [1.044, 1.245, -0.659], [-0.820, 2.530, -0.626], [2.377, 0.440, -0.628], [1.265, 0.878, -2.125], [3.129, 2.690, -1.510], [2.298, 3.408, -0.083], [1.601, 3.605, -1.743], [-1.337, 2.570, 0.264], [-1.508, 2.241, -1.336], [-0.579, 3.505, -0.855], [0.711, -2.735, 2.554], [0.008, -2.000, 1.494], [-1.135, -2.508, 0.964], [-1.761, -1.865, -0.087], [-1.214, -0.690, -0.613], [-0.071, -0.156, -0.052], [0.528, -0.819, 1.000], [1.562, -0.372, 1.470], [-1.851, -0.133, -1.744], [1.728, -3.013, 2.198], [0.186, -3.677, 2.825], [0.803, -2.106, 3.463], [-1.557, -3.436, 1.338], [-2.659, -2.298, -0.515], [-2.316, -0.788, -2.390], [-2.579, 0.562, -1.533]]}


(5)
{"formula": "C6H15N4O", "method": "ωB97M-V with the def2-TZVPD basis set", "e_tot_ev": -14462.134, "total_charge": 1, "gap_ev": 9.51, "spin_multiplicity": 1, "relative_energy_kcal_mol": 100.9, "homo_ev": -11.97, "elements": ["C", "C", "C", "C", "C", "C", "N", "N", "N", "N", "O", "H", "H", "H", "H", "H", "H", "H", "H", "H", "H", "H", "H", "H", "H", "H"], "positions_angstrom": [[0.029, 0.644, -1.497], [-1.067, 0.351, -0.775], [1.935, 0.892, 0.826], [-1.195, -3.223, 0.421], [3.702, 2.226, 1.526], [-1.054, -2.158, -0.687], [-2.088, 1.158, -0.663], [1.207, 0.029, 1.100], [2.793, 1.811, 0.512], [-0.927, -0.761, 0.068], [-3.187, 0.845, 0.136], [-0.033, 1.266, -2.377], [0.815, -0.023, -1.580], [-2.196, -3.169, 0.819], [-1.351, -4.266, -0.030], [-0.437, -3.081, 1.041], [4.423, 1.319, 1.730], [4.374, 3.036, 1.164], [3.350, 2.682, 2.475], [-1.815, -1.970, -1.513], [-0.182, -2.227, -1.195], [-2.286, 1.779, -1.332], [-0.024, -0.710, 0.758], [2.774, 2.418, -0.280], [-1.813, -0.814, 0.700], [-3.177, 1.506, 0.779]]}


(6)
{"formula": "C6H15N4OSi", "method": "ωB97M-V with the def2-TZVPD basis set", "e_tot_ev": -22342.286, "total_charge": 1, "gap_ev": 7.84, "spin_multiplicity": 1, "smiles": "C[Si](C)(C)OCCc1nn[nH][nH+]1", "relative_energy_kcal_mol": 71.1, "homo_ev": -13.01, "elements": ["C", "Si", "C", "C", "O", "C", "C", "C", "N", "N", "N", "N", "H", "H", "H", "H", "H", "H", "H", "H", "H", "H", "H", "H", "H", "H", "H"], "positions_angstrom": [[-1.726, -1.090, 2.123], [-0.467, -1.537, 0.755], [-0.273, -3.460, 0.783], [-1.212, -1.083, -0.947], [1.129, -0.910, 1.028], [1.145, 0.505, 0.820], [2.053, 0.874, -0.474], [1.166, 1.820, -1.373], [0.605, 1.648, -2.666], [-0.072, 2.806, -2.832], [0.051, 3.598, -1.778], [0.813, 3.059, -0.792], [-1.141, -0.640, 2.986], [-2.233, -2.040, 2.473], [-2.504, -0.327, 1.791], [0.222, -3.827, -0.162], [-1.308, -3.892, 0.918], [0.341, -3.761, 1.694], [-0.443, -0.961, -1.777], [-1.808, -0.117, -0.866], [-1.970, -1.875, -1.263], [0.063, 0.827, 0.622], [1.509, 1.100, 1.711], [3.032, 1.370, -0.169], [2.352, -0.060, -1.049], [-0.391, 4.516, -1.679], [1.065, 3.458, 0.122]]}


(7)
{"formula": "C6H15N5", "method": "ωB97M-V with the def2-TZVPD basis set", "e_tot_ev": -13896.087, "total_charge": 2, "gap_ev": 9.07, "spin_multiplicity": 1, "smiles": "[H]/N=[N+](/C(=[NH2+])/N=C(\\C)N)C(C)C", "relative_energy_kcal_mol": 50.0, "homo_ev": -18.60, "elements": ["C", "C", "C", "C", "C", "C", "N", "N", "N", "N", "N", "H", "H", "H", "H", "H", "H", "H", "H", "H", "H", "H", "H", "H", "H", "H"], "positions_angstrom": [[-2.276, 0.130, 0.020], [-0.362, -1.418, 0.308], [-2.670, 0.610, -1.339], [2.286, 0.932, -1.279], [1.764, 1.096, 1.148], [1.361, 0.541, -0.207], [2.070, -1.753, 0.033], [-1.146, -0.443, 0.353], [-3.095, 0.478, 1.020], [-0.347, -2.674, 0.648], [1.221, -0.898, 0.173], [-1.834, 0.468, -1.994], [-3.532, 0.128, -1.802], [-2.885, 1.589, -1.167], [3.392, 0.816, -0.916], [2.223, 0.505, -2.266], [2.213, 1.959, -1.538], [2.708, 0.752, 1.592], [0.990, 0.712, 1.854], [1.784, 2.095, 1.107], [0.377, 1.018, -0.471], [3.018, -1.528, -0.067], [-3.985, 0.742, 0.872], [-2.826, 0.286, 1.987], [-1.062, -3.141, 1.213], [0.615, -2.999, 0.719]]}


(8)
{"formula": "C6H15N6OP", "method": "ωB97M-V with the def2-TZVPD basis set", "e_tot_ev": -26738.288, "gap_ev": 9.57, "spin_multiplicity": 1, "smiles": "C=NN1CN2CN(C1)N(C)[PH](=O)N2C", "relative_energy_kcal_mol": 40.9, "homo_ev": -8.91, "elements": ["C", "C", "C", "C", "C", "C", "N", "N", "N", "N", "N", "N", "O", "P", "H", "H", "H", "H", "H", "H", "H", "H", "H", "H", "H", "H", "H", "H", "H"], "positions_angstrom": [[-1.674, -1.027, 0.555], [0.619, -1.501, 0.936], [-0.291, -1.090, -1.286], [-0.277, 0.898, 3.067], [-1.653, 1.696, -1.742], [2.735, -0.662, -1.708], [-0.555, -0.867, 1.494], [-1.399, -0.420, -0.706], [0.908, -0.953, -0.340], [-0.402, 0.507, 1.678], [-1.300, 1.005, -0.517], [2.180, -0.784, -0.592], [-0.300, 2.977, 0.930], [-0.033, 1.570, 0.521], [-1.791, -2.143, 0.268], [-2.555, -0.697, 1.030], [1.487, -1.350, 1.537], [0.441, -2.643, 0.940], [-0.442, -2.165, -1.459], [0.188, -0.670, -2.190], [0.561, 0.448, 3.648], [0.039, 1.962, 3.105], [-1.288, 0.682, 3.592], [-1.912, 2.673, -1.452], [-0.857, 1.791, -2.563], [-2.452, 0.998, -2.052], [3.796, -0.413, -1.784], [2.199, -0.707, -2.766], [1.304, 1.627, -0.169]]}


(9)
{"formula": "C6H15N6S", "method": "ωB97M-V with the def2-TZVPD basis set", "e_tot_ev": -26228.346, "total_charge": 1, "gap_ev": [7.60, 4.87], "spin_multiplicity": 3, "s_squared": 2.01, "homo_ev": [-10.72, -10.72], "elements": ["C", "C", "C", "C", "C", "C", "N", "N", "N", "N", "N", "N", "S", "H", "H", "H", "H", "H", "H", "H", "H", "H", "H", "H", "H", "H", "H", "H"], "positions_angstrom": [[-1.804, 0.672, -0.181], [-3.078, 0.254, -0.936], [1.539, -1.971, 0.053], [-3.401, -1.041, -0.085], [3.042, -2.125, -0.109], [2.343, 0.230, 0.426], [-1.310, -0.284, 0.470], [1.374, -0.602, 0.611], [-1.261, 1.895, -0.301], [3.068, 3.168, -0.094], [2.471, 2.508, 0.844], [-2.085, -1.383, 0.348], [3.685, -0.502, -0.283], [-3.883, 0.861, -0.901], [-2.921, -0.029, -1.940], [0.926, -2.115, -0.872], [1.177, -2.666, 0.791], [-3.943, -0.823, 0.833], [-4.063, -1.601, -0.696], [3.635, -2.473, 0.694], [3.311, -2.835, -1.011], [0.517, -0.362, 1.013], [-1.940, 2.581, -0.553], [-0.896, 2.325, 0.493], [4.089, 3.285, -0.165], [2.552, 3.250, -0.964], [3.072, 2.333, 1.604], [-2.112, -2.005, 1.162]]}


(10)
{"formula": "C6H15NO", "method": "ωB97M-V with the def2-TZVPD basis set", "e_tot_ev": -10002.047, "gap_ev": 9.22, "spin_multiplicity": 1, "smiles": "CC(C)CNCCO", "relative_energy_kcal_mol": 39.4, "homo_ev": -8.33, "elements": ["C", "C", "O", "N", "C", "C", "C", "C", "H", "H", "H", "H", "H", "H", "H", "H", "H", "H", "H", "H", "H", "H", "H"], "positions_angstrom": [[-1.635, -0.394, -1.467], [-2.421, -1.556, -0.771], [-1.933, -1.869, 0.533], [-0.238, -0.390, -1.119], [0.307, 0.813, -0.495], [1.026, 0.557, 0.824], [2.160, -0.423, 0.582], [1.498, 1.890, 1.361], [-2.152, 0.519, -1.219], [-1.757, -0.612, -2.532], [-2.293, -2.471, -1.342], [-3.479, -1.307, -0.725], [-2.119, -1.118, 1.111], [0.035, -1.229, -0.639], [-0.453, 1.602, -0.469], [1.049, 1.261, -1.185], [0.251, 0.069, 1.421], [2.777, -0.558, 1.476], [2.799, -0.205, -0.274], [1.814, -1.447, 0.443], [0.696, 2.402, 1.905], [1.712, 2.572, 0.547], [2.354, 1.896, 2.033]]}